A cluster of 10 separate species, C8H36BF4N2O9 in total, computed with wB97M-V/def2-TZVPD.

```
60
Properties=species:S:1:pos:R:3:lowdin_charge:R:1
B -5.86 -8.99 14.51 -1.2322
F -5.31 -9.08 13.21 0.0845
F -5.43 -10.04 15.32 0.1430
F -5.35 -7.79 15.06 0.0745
F -7.25 -8.88 14.47 0.1459
C -0.99 -15.67 15.56 -0.0710
C -0.24 -14.54 14.88 -0.4453
C -1.07 -13.26 14.76 -0.2335
O -2.31 -13.54 14.17 -0.1845
C -3.12 -12.39 14.00 -0.0821
N 1.02 -14.34 15.62 0.0185
H -1.44 -15.26 16.48 0.0814
H -0.32 -16.48 15.83 0.0736
H -1.87 -16.02 15.01 0.0757
H 0.07 -14.92 13.90 0.1333
H -0.45 -12.50 14.27 0.1222
H -1.26 -12.88 15.78 0.1254
H -3.34 -11.92 14.97 0.0855
H -4.05 -12.69 13.54 0.0860
H -2.59 -11.62 13.43 0.0817
H 0.71 -14.18 16.58 0.0668
H 1.53 -13.50 15.38 0.0629
C -5.27 -11.28 18.83 -0.0485
C -5.96 -10.00 19.38 -0.4205
C -5.36 -9.56 20.73 -0.2161
O -5.55 -10.62 21.66 -0.2002
C -4.57 -10.67 22.67 -0.1146
N -5.89 -8.92 18.42 0.0574
H -4.19 -11.22 19.02 0.0762
H -5.40 -11.34 17.75 0.0608
H -5.68 -12.15 19.33 0.0694
H -6.96 -10.33 19.70 0.1306
H -5.85 -8.64 21.05 0.1239
H -4.29 -9.38 20.58 0.1199
H -4.92 -11.46 23.33 0.0843
H -4.59 -9.75 23.27 0.0832
H -3.57 -10.80 22.26 0.0854
H -5.94 -9.31 17.48 0.0452
H -4.94 -8.54 18.35 0.0526
O -3.44 -7.58 17.00 -0.0708
H -3.03 -6.87 16.49 0.0238
H -4.16 -7.89 16.42 0.0015
O -6.80 -11.66 12.87 -0.0565
H -6.05 -11.22 12.46 0.0221
H -7.20 -10.98 13.42 0.0165
O -8.82 -7.01 12.43 -0.0810
H -8.05 -6.91 11.84 -0.0068
H -8.46 -7.45 13.21 0.0070
O -6.12 -7.04 11.40 -0.0483
H -5.71 -7.72 11.97 0.0255
H -5.63 -7.09 10.57 0.0482
O -6.34 -5.07 16.94 -0.0631
H -5.72 -5.42 16.29 -0.0044
H -6.86 -5.83 17.22 0.0307
O -3.88 -5.59 14.64 -0.0614
H -3.78 -5.46 13.69 0.0423
H -4.45 -6.39 14.72 -0.0008
O -2.54 -8.66 12.85 -0.0614
H -1.87 -8.65 13.55 0.0350
H -3.39 -8.67 13.32 0.0008
```

Values from the calculation:
lowest unoccupied orbital energy	2.497	eV
HOMO	-6.75	eV
energy relative to the best compared isomer or geometry (same formula, charge and spin)	9.74	kcal per mole
calculated total energy	-41843.3613	eV
charge	-1



A cluster of 11 separate species, C8H38NO11 in total, computed with wB97M-V/def2-TZVPD.

```
58
Properties=species:S:1:pos:R:3:lowdin_charge:R:1
C -5.61 19.59 -32.40 -0.1629
C -5.36 19.28 -30.91 -0.6218
O -6.15 19.89 -29.97 -0.4025
H -5.84 20.62 -32.66 0.0387
H -6.59 19.12 -32.48 0.0399
H -4.86 19.23 -33.09 0.0353
H -4.30 19.49 -30.72 0.0519
H -5.58 18.22 -30.82 0.0526
C -2.42 14.12 -34.91 -0.1062
C -1.51 15.14 -35.51 -0.3501
O -0.24 14.98 -34.94 -0.0722
H -3.41 14.25 -35.35 0.0735
H -2.58 14.14 -33.84 0.0821
H -2.13 13.12 -35.25 0.0716
H -1.87 16.15 -35.30 0.1179
H -1.51 15.07 -36.60 0.1065
H -0.02 14.05 -34.99 0.0758
C 1.22 25.71 -30.48 -0.0852
C 1.68 24.33 -30.21 -0.4618
C 2.13 24.25 -28.74 -0.2004
O 1.23 24.71 -27.74 -0.1548
C 1.72 24.59 -26.45 -0.1431
N 0.62 23.45 -30.64 0.0370
H 2.07 26.34 -30.20 0.0768
H 0.33 26.12 -29.99 0.0917
H 1.14 25.88 -31.55 0.0745
H 2.54 24.08 -30.84 0.1332
H 3.09 24.76 -28.67 0.1187
H 2.42 23.21 -28.65 0.1179
H 2.15 23.65 -26.11 0.0793
H 0.90 24.71 -25.74 0.0945
H 2.55 25.28 -26.38 0.0858
H 0.72 22.48 -30.39 0.0731
H 0.62 23.45 -31.65 0.0725
O -8.81 13.31 -31.38 -0.0514
H -8.55 12.39 -31.42 0.0206
H -8.19 13.76 -31.96 0.0300
O 0.92 18.81 -28.13 -0.0538
H 0.47 17.97 -28.03 0.0286
H 1.15 19.06 -27.23 0.0233
O -9.46 24.59 -30.19 -0.0516
H -10.31 25.04 -30.19 0.0189
H -9.55 23.91 -30.86 0.0304
O -10.65 18.79 -30.06 -0.0646
H -9.78 19.17 -29.95 0.0304
H -11.03 19.28 -30.78 0.0169
O -2.26 21.96 -26.64 -0.0454
H -1.64 21.44 -26.14 0.0158
H -1.82 22.12 -27.48 0.0275
O -3.79 24.26 -30.54 -0.0503
H -4.22 24.56 -31.34 0.0240
H -2.91 24.01 -30.81 0.0154
O -7.19 16.19 -26.69 -0.0592
H -6.38 15.85 -26.31 0.0191
H -7.00 17.10 -26.90 0.0355
O -1.22 14.53 -28.54 -0.0580
H -1.81 15.10 -29.03 0.0341
H -0.74 14.04 -29.20 0.0244
```

Values from the calculation:
lowest unoccupied orbital energy	2.063	eV
HOMO	-2.07	eV
calculated total energy	-32921.6778	eV
charge	-1



A cluster of 13 separate species, C8H38O12 in total, computed with wB97M-V/def2-TZVPD.

```
58
Properties=species:S:1:pos:R:3:lowdin_charge:R:1
C 0.63 0.04 3.78 -0.1052
C 1.42 0.41 2.54 -0.2373
C 0.85 -0.19 1.21 -0.1538
C 1.95 -0.89 0.51 -0.3322
C 2.60 -0.38 -0.54 0.0308
C 2.26 -2.30 0.98 -0.1669
C 1.29 -3.35 0.43 -0.1632
C 1.19 -3.62 -0.87 -0.0074
H -0.41 -0.24 3.53 0.0730
H 0.96 -0.86 4.28 0.0615
H 0.79 0.83 4.53 0.0803
H 1.63 1.47 2.39 0.1124
H 2.43 0.04 2.75 0.0664
H 0.01 -0.84 1.54 0.1133
H 0.32 0.55 0.60 0.1143
H 2.45 0.65 -0.79 0.0283
H 3.27 -0.88 -1.23 0.0799
H 2.32 -2.34 2.06 0.1089
H 3.20 -2.73 0.62 0.1203
H 0.63 -3.80 1.19 0.1037
H 0.60 -4.49 -1.17 0.0521
H 1.76 -3.08 -1.60 0.0496
H 4.63 0.22 0.79 0.0173
H 4.74 1.76 0.80 0.0176
O 5.00 0.96 1.29 -0.0674
H 1.29 2.56 -3.03 0.0340
H 2.50 1.68 -2.92 0.0525
O 2.17 2.52 -2.58 -0.0726
H 3.02 2.76 -0.88 0.0497
H 4.22 2.58 -1.60 0.0495
O 3.95 2.47 -0.68 -0.0853
H -3.04 2.84 0.24 0.0088
H -2.75 2.93 1.84 0.0447
O -3.39 2.96 1.14 -0.0614
H 4.17 -0.96 3.23 0.0048
H 4.94 0.27 3.05 0.0037
O 4.59 -0.29 3.77 -0.0806
H -1.71 2.37 -1.98 0.0175
H -2.04 1.03 -1.35 0.0113
O -2.30 1.97 -1.33 -0.0737
H -0.05 0.96 -3.38 0.0412
H -0.76 2.09 -4.12 0.0801
O -0.53 1.82 -3.23 -0.0832
H -4.47 1.41 0.58 0.0188
H -5.65 1.68 1.47 0.0595
O -5.39 1.14 0.72 -0.0548
H -1.39 -0.94 -4.01 0.0590
H -0.24 -1.12 -3.06 0.0527
O -0.49 -0.64 -3.86 -0.0435
H -2.35 -1.66 -2.01 0.0572
H -3.44 -0.67 -1.51 0.0265
O -2.65 -0.74 -2.06 -0.0534
H -5.44 -3.06 0.28 0.0331
H -5.34 -1.73 0.81 0.0079
O -5.99 -2.44 0.78 -0.0692
H -6.51 -0.38 -1.85 0.0497
H -5.74 0.18 -0.71 -0.0071
O -5.68 -0.54 -1.38 -0.0733
```

Values from the calculation:
lowest unoccupied orbital energy	-0.298	eV
HOMO	-9.50	eV
energy relative to the best compared isomer or geometry (same formula, charge and spin)	8.74	kcal per mole
calculated total energy	-33481.1810	eV



A structure of composition C8H3Cl2F6O2PSV, computed with wB97M-V/def2-TZVPD.

```
24
Properties=species:S:1:pos:R:3:lowdin_charge:R:1
V 1.13 -0.57 -0.78 1.0693
Cl -3.85 3.76 2.21 0.7451
C -2.87 2.61 1.38 -0.5865
C -3.37 1.24 1.43 -0.0929
C -2.61 0.24 0.99 -0.5651
Cl -3.34 -1.34 0.94 0.7687
C -1.27 0.39 0.59 -0.3012
O -0.73 -0.54 -0.12 -0.0879
C -0.68 1.71 0.74 -0.0980
C 0.71 1.82 0.31 -0.1071
O 1.51 0.87 0.47 -0.0699
C -1.54 2.77 0.93 -0.0239
H -4.41 1.04 1.76 0.1304
H 1.07 2.76 -0.08 0.1569
H -1.09 3.75 0.86 0.1294
F 3.56 -1.95 -1.51 -0.1237
P 2.66 -3.07 -0.77 0.2627
F 1.35 -2.42 -1.65 -0.2187
F 3.82 -3.57 0.22 -0.0838
F 1.56 -3.98 -0.06 -0.0850
F 2.23 -1.83 0.39 -0.2200
F 3.03 -4.15 -1.84 -0.0595
S 1.85 0.21 -3.93 1.0036
C 1.27 0.24 -2.46 -0.5428
```

Values from the calculation:
2S+1	3
lowest unoccupied orbital energy (alpha / beta)	-7.589 / -7.033	eV
HOMO (alpha / beta)	-12.34 / -12.54	eV
calculated total energy	-99597.2951	eV
charge	+1



The ion C8H3N2O3 with charge -1, computed with wB97M-V/def2-TZVPD.

```
16
Properties=species:S:1:pos:R:3:lowdin_charge:R:1
C 0.03 2.29 0.81 -0.1259
C -0.50 1.18 1.36 -0.0803
C 0.40 2.26 -0.57 -0.2159
C -0.85 0.06 0.48 -0.1945
C 0.07 -0.01 -0.71 -0.2333
C -2.00 -0.53 0.59 -0.1452
C 0.60 -1.18 -1.27 -0.4449
C 1.14 -3.37 -0.27 -0.3345
N 0.51 1.14 -1.23 0.0847
N 0.54 -2.35 -0.41 0.2150
O -3.00 -1.15 0.79 0.1020
O 1.13 -1.33 -2.37 0.0099
O 1.62 -4.40 0.03 0.1151
H 0.27 3.15 1.40 0.0832
H -0.70 1.09 2.42 0.0909
H 0.76 3.16 -1.07 0.0736
```

Values from the calculation:
lowest unoccupied orbital energy	3.477	eV
HOMO	-2.68	eV
energy relative to the best compared isomer or geometry (same formula, charge and spin)	0.00	kcal per mole
calculated total energy	-17466.8608	eV
charge	-1



A cluster of 18 separate species, C8H42BBrO21 in total, computed with wB97M-V/def2-TZVPD.

```
73
Properties=species:S:1:pos:R:3:lowdin_charge:R:1
C 3.67 0.80 -1.46 -0.0697
C 2.69 2.06 -1.42 -0.2014
O 2.19 2.45 -2.74 -0.0036
B 1.20 1.46 -3.11 -0.4725
O 1.57 0.53 -4.18 0.0792
C -0.24 1.29 -2.40 0.0265
C -0.83 -0.01 -2.40 0.1000
C -2.23 -0.10 -1.62 -0.2981
O -3.21 -0.74 -2.06 0.0441
C -2.28 0.75 -0.26 -0.4878
Br -3.07 0.03 1.39 0.8443
C -1.69 2.05 -0.27 0.0193
C -1.05 2.48 -1.68 -0.2599
O -1.20 3.60 -2.17 0.0929
H 3.06 -0.16 -1.30 0.0663
H 4.30 0.74 -2.41 0.0736
H 4.39 0.87 -0.58 0.0779
H 1.85 1.80 -0.68 0.1182
H 3.23 2.96 -0.98 0.1139
H 2.22 -0.07 -3.74 0.1085
H -0.34 -0.90 -2.89 0.1387
H -1.65 2.71 0.66 0.0977
O -5.27 2.50 1.42 -0.0909
H -4.87 2.12 0.63 -0.0249
H -5.68 1.75 1.85 0.0119
O -4.82 1.70 -2.19 -0.0425
H -4.61 0.76 -2.26 0.0243
H -5.50 1.84 -2.86 0.0654
O -1.70 3.24 2.74 -0.0736
H -1.65 4.19 2.90 0.0489
H -2.65 3.05 2.71 0.0278
O -6.67 0.86 -0.19 -0.0739
H -6.24 1.21 -0.99 0.0123
H -7.44 0.38 -0.52 0.0570
O 1.55 -0.93 0.28 -0.0647
H 2.40 -1.29 0.56 0.0427
H 1.05 -0.84 1.11 0.0208
O 5.58 -0.82 0.20 -0.0838
H 5.91 -0.70 -0.70 0.0139
H 6.29 -0.51 0.76 0.0493
O 2.36 4.39 0.74 -0.0532
H 2.41 5.34 0.89 0.0437
H 1.41 4.21 0.70 0.0340
O -0.39 -1.66 2.26 -0.0886
H -0.51 -2.34 1.59 0.0416
H -1.29 -1.37 2.46 -0.0404
O 6.17 -2.58 -1.70 -0.0589
H 5.97 -3.32 -1.11 0.0472
H 6.54 -2.99 -2.49 0.0464
O -0.49 -4.22 4.19 -0.0684
H -0.69 -3.53 3.55 -0.0067
H -0.05 -3.74 4.91 -0.0054
O 1.28 -3.67 6.55 -0.0465
H 2.12 -4.04 6.84 0.0474
H 0.78 -3.58 7.38 0.0496
O 1.61 -3.85 0.91 -0.0526
H 1.40 -3.16 0.27 0.0156
H 2.04 -3.38 1.63 0.0453
O -8.11 0.16 2.22 -0.0461
H -7.69 0.51 1.42 -0.0030
H -8.88 -0.32 1.90 0.0516
O 4.96 1.48 -4.43 -0.0579
H 4.13 1.97 -4.34 0.0338
H 5.26 1.70 -5.32 0.0503
O -1.01 -5.41 -0.43 -0.0611
H -0.68 -5.27 -1.32 0.0317
H -0.29 -5.09 0.14 0.0022
O -6.14 -1.87 3.45 -0.0753
H -6.91 -1.34 3.19 -0.0068
H -6.00 -2.46 2.70 0.0301
O 7.64 1.83 -2.41 -0.0660
H 7.04 1.72 -3.16 0.0045
H 7.74 2.79 -2.34 0.0332
```

Values from the calculation:
lowest unoccupied orbital energy	-1.473	eV
HOMO	-10.03	eV
calculated total energy	-122692.8871	eV



A structure of composition C8H4CoNO5S, computed with wB97M-V/def2-TZVPD.

```
20
Properties=species:S:1:pos:R:3:lowdin_charge:R:1
O -0.18 2.90 -0.51 0.2419
C -0.16 1.83 -0.94 -0.0610
Co -0.10 0.10 -1.58 0.0289
C -0.09 -1.64 -1.09 -0.0713
O -0.09 -2.75 -0.75 0.2508
C -0.13 -0.24 -3.39 -0.1660
O -0.19 -0.96 -4.32 0.2112
C 1.66 0.10 -1.29 -0.1032
O 2.77 0.11 -1.08 0.2672
C -1.80 0.04 -1.12 -0.1261
O -2.90 0.02 -0.81 0.2431
H -0.05 0.91 -3.04 0.1347
S -0.90 0.33 3.66 1.2242
C 0.73 -0.30 3.48 -0.1368
C 1.04 -0.39 2.11 -0.0250
N 0.02 0.02 1.28 0.0178
C -1.04 0.42 1.92 -0.3014
H 1.38 -0.55 4.29 0.1158
H 1.97 -0.74 1.70 0.1457
H -1.96 0.78 1.46 0.1096
```

Values from the calculation:
2S+1	5
lowest unoccupied orbital energy (alpha / beta)	-9.047 / -12.726	eV
HOMO (alpha / beta)	-14.55 / -18.79	eV
energy relative to the best compared isomer or geometry (same formula, charge and spin)	42.71	kcal per mole
calculated total energy	-68525.0377	eV
charge	+2



Results for strongest force on any atom: 1.5; 2.4; 1.7; 6.8; 2.0; 3.6; 8.5 (in eV/A, following the order of the records).